ORCA calculation (ωB97M-V with the def2-TZVPD basis set) on C6H6N2OS in the gas phase at a distorted geometry.

Geometry as XYZ:
```
16
C6H6N2OS, DFT ωB97M-V with the def2-TZVPD basis set
C -1.58479 -2.10395 0.03858
C -1.01923 -0.74121 0.03673
C -1.65826 0.51487 0.01632
O -2.83565 0.82468 -0.03436
N -0.64283 1.52321 0.08196
N 0.59478 0.98044 -0.00921
C 1.84716 1.50674 -0.00161
C 2.79822 0.54868 0.00021
S 2.11032 -1.06022 0.00141
C 0.54565 -0.36794 0.00756
H -1.67395 -2.49812 1.05199
H -0.96447 -2.78661 -0.53833
H -2.58045 -2.05715 -0.39817
H -0.79463 2.46989 -0.23229
H 1.99660 2.56863 -0.01142
H 3.86152 0.67806 -0.00939
```

Properties
E_HOMO in eV: -7.32
SMILES: Cc1c(=O)[nH]n2ccsc12
Frontier orbital gap in Ha: 0.28535
ΔE to the lowest compared entry with this formula, charge and spin in kcal per mole: 30.53
Multiplicity: 1

natural (NBO) population analysis, charges in e, atoms 1 to 2: -0.64 -0.21

---

ORCA calculation (ωB97M-V with the def2-TZVPD basis set) on 2 unconnected molecules or ions with the total composition C6H6N2OS at a distorted geometry.

Geometry as XYZ:
```
16
C6H6N2OS, DFT ωB97M-V with the def2-TZVPD basis set
C -1.44007 -2.36722 2.47854
C 1.03356 -0.28715 1.08321
C 2.28176 1.47000 -0.02219
C 0.50614 0.26798 -0.05911
C -1.07722 0.96643 -2.53376
C -0.77466 -0.12810 -0.49635
N -0.48988 -2.76764 2.93495
N 1.18917 1.26480 -0.67750
O -1.34657 0.05751 -1.65219
S 2.43628 0.62829 1.46810
H 0.51307 -1.07844 1.66662
H 2.90769 2.32261 -0.14383
H -0.29836 1.70431 -2.57069
H -2.28235 -2.01401 1.97395
H -1.79969 0.88391 -3.42746
H -1.35885 -0.92329 -0.02230
```

Properties
E_HOMO (alpha / beta) in eV: -7.23 / -6.95
Frontier orbital gap (alpha / beta) in Ha: 0.27379 / 0.27528
ΔE to the lowest compared entry with this formula, charge and spin in kcal per mole: 96.50
Multiplicity: 1

natural (NBO) population analysis, charges in e, atoms 1 to 2: 0.08 -0.46

---

ORCA calculation (ωB97M-V with the def2-TZVPD basis set) on a gas-phase ion, C6H6N3O (charge -1) at a distorted geometry.

Geometry as XYZ:
```
16
C6H6N3O, DFT ωB97M-V with the def2-TZVPD basis set
O -1.72076 -2.14952 0.40803
N -1.27726 -0.98716 -0.02777
C -2.14537 0.46547 -0.20584
N -1.62718 1.61881 0.25868
C -0.34583 1.75828 0.13040
C 0.54523 0.70588 -0.04997
C 1.93665 0.55759 -0.00532
C 2.23098 -0.81158 0.01971
N 1.08506 -1.52616 0.09293
C -0.01050 -0.70752 -0.06358
H -3.09121 0.31355 0.43289
H -2.23493 0.39276 -1.31333
H -0.05227 2.80754 0.55153
H 2.48455 1.42008 -0.12580
H 3.15013 -1.32934 0.02672
H 1.07272 -2.52871 -0.12928
```

Properties
E_HOMO (alpha / beta) in eV: -1.65 / -1.66
SMILES: [O-]N1CN=Cc2cc[nH]c21
Frontier orbital gap (alpha / beta) in Ha: 0.20454 / 0.20457
Total charge: -1
Multiplicity: 1

natural (NBO) population analysis, charges in e, atoms 1 to 2: -0.72 -0.04

---

ORCA calculation (ωB97M-V with the def2-TZVPD basis set) on a molecular structure, C6H6N3O at a distorted geometry.

Geometry as XYZ:
```
16
C6H6N3O, DFT ωB97M-V with the def2-TZVPD basis set
C 1.48291 -0.85160 1.53212
C 0.58355 -0.66260 2.65258
C 0.76142 -0.43942 0.40911
C -0.53596 0.05709 0.89477
C -1.29497 0.58916 -0.17918
C -0.22024 0.53499 -2.84396
N 0.98706 -0.24974 -0.92823
N -0.56495 -0.06833 2.20711
N -0.03241 0.09907 -1.49275
O -2.23257 1.05741 -0.67573
H 2.42911 -1.21051 1.48081
H 0.83078 -0.77710 3.65434
H -0.39101 -0.38225 -3.48596
H 0.78112 0.80358 -3.11604
H -1.16282 1.16222 -2.86222
H -1.42100 0.33803 2.75325
```

Properties
E_HOMO (alpha / beta) in eV: -11.75 / -14.00
Frontier orbital gap (alpha / beta) in Ha: 0.27528 / 0.22716
Total charge: +1
ΔE to the lowest compared entry with this formula, charge and spin in kcal per mole: 0.00
Multiplicity: 3

natural (NBO) population analysis, charges in e, atoms 1 to 2: -0.25 0.19

---

ORCA calculation (ωB97M-V with the def2-TZVPD basis set) on C6H6N3OP in the gas phase at a distorted geometry.

Geometry as XYZ:
```
17
C6H6N3OP, DFT ωB97M-V with the def2-TZVPD basis set
O 1.28513 -0.11368 1.88904
P 0.62527 -0.11326 0.58685
C -1.17183 -0.05577 0.65274
N -2.15209 0.07663 1.40808
C -2.38886 0.28417 -0.04873
C 1.07402 -1.62279 -0.29931
C -0.00145 -2.67248 -0.41278
N 0.26427 -2.18396 -1.48417
C 0.96705 1.39992 -0.46160
C 1.42917 2.64647 0.16968
N 2.36834 2.03026 -0.35087
H -2.62640 1.19613 -0.49460
H -2.93446 -0.58491 -0.48008
H 2.10090 -1.94561 -0.17661
H -0.41251 -3.30090 0.30888
H 0.63889 1.40506 -1.48342
H 0.93455 3.55472 0.67692
```

Properties
E_HOMO in eV: -10.07
SMILES: O=P(C1=NC1)([C@H]1C=N1)[C@H]1C=N1
Frontier orbital gap in Ha: 0.37899
ΔE to the lowest compared entry with this formula, charge and spin in kcal per mole: 122.13
Multiplicity: 1

natural (NBO) population analysis, charges in e, atoms 1 to 2: -1.05 1.86

---

ORCA calculation (ωB97M-V with the def2-TZVPD basis set) on 2 unconnected molecules or ions with the total composition C6H6N4O at a distorted geometry.

Geometry as XYZ:
```
17
C6H6N4O, DFT ωB97M-V with the def2-TZVPD basis set
C 2.07231 -0.81222 1.36082
C 1.71943 -0.40897 -0.10535
C -0.05850 -0.85608 1.20612
C -1.43033 -1.01731 1.28037
C -1.78920 -0.74974 -0.08413
C -0.30725 2.18048 -1.58129
N 1.00634 -0.97952 2.06730
N 0.29041 -0.59072 -0.07892
N -0.77160 -0.46315 -0.91928
N -1.38945 2.29382 -2.12658
O 0.73293 2.35600 -1.12838
H 3.04005 -0.46879 1.65765
H 1.69689 0.65493 -0.21476
H -2.14560 -1.27509 1.97224
H -2.82406 -0.57563 -0.52497
H 2.20259 -0.90269 -0.94621
H -2.04496 1.61468 -1.83462
```

Properties
E_HOMO (alpha / beta) in eV: -5.99 / -9.96
Frontier orbital gap (alpha / beta) in Ha: 0.24826 / 0.24758
ΔE to the lowest compared entry with this formula, charge and spin in kcal per mole: 36.21
Multiplicity: 3

natural (NBO) population analysis, charges in e, atoms 1 to 2: 0.02 -0.30

---

ORCA calculation (ωB97M-V with the def2-TZVPD basis set) on C6H6N4O2S in the gas phase at a distorted geometry.

Geometry as XYZ:
```
19
C6H6N4O2S, DFT ωB97M-V with the def2-TZVPD basis set
C 2.68292 0.06514 -0.83199
C 1.49924 0.72335 -0.20562
N 1.36463 2.02313 0.04982
C 0.25634 2.63024 0.42168
N -0.93267 1.97985 0.40931
C -0.85509 0.72954 0.14145
C 0.34953 -0.06413 0.12696
N 0.41129 -1.39791 0.16158
C -0.60606 -2.15228 0.37683
N -1.81852 -1.69047 0.59088
S -2.37516 -0.18685 -0.02217
O -3.30887 0.29820 0.93723
O -2.72372 -0.50041 -1.37907
H 2.28377 -0.95025 -1.02256
H 2.97077 0.70716 -1.70845
H 3.49695 -0.23178 -0.14330
H 0.32542 3.63618 0.71828
H -0.49612 -3.19747 0.43486
H -2.52464 -2.42123 0.94428
```

Properties
E_HOMO in eV: -9.12
SMILES: Cc1ncnc2c1N=CNS2(=O)=O
Frontier orbital gap in Ha: 0.32432
ΔE to the lowest compared entry with this formula, charge and spin in kcal per mole: 9.84
Multiplicity: 1

natural (NBO) population analysis, charges in e, atoms 1 to 2: -0.68 0.28

---

ORCA calculation (ωB97M-V with the def2-TZVPD basis set) on C6H6N4O3S2 in the gas phase at a distorted geometry.

Geometry as XYZ:
```
21
C6H6N4O3S2, DFT ωB97M-V with the def2-TZVPD basis set
O 0.20342 1.99573 -0.49243
S -0.53417 1.24166 -1.41583
O -0.61294 1.66484 -2.78034
O -0.13724 -0.29357 -1.55454
S 0.25736 -1.26870 -0.15889
N 1.75611 -0.74954 0.36354
C 1.92498 0.25078 1.27596
C 3.28759 0.38045 1.47542
N 3.91719 -0.59183 0.64658
C 2.98718 -1.18042 -0.04621
N -2.07468 1.02150 -0.61250
C -2.29613 1.14750 0.72661
C -3.65317 0.97908 0.86530
N -4.22242 0.80863 -0.39665
C -3.27049 0.88946 -1.23606
H 1.07852 0.83673 1.65493
H 3.69669 0.88133 2.31815
H 2.99095 -2.01239 -0.61784
H -1.64672 1.22035 1.53807
H -4.32242 0.89739 1.62101
H -3.18934 0.55695 -2.21960
```

Properties
E_HOMO in eV: -9.68
SMILES: O=S(=O)(OSn1ccnc1)n1ccnc1
Frontier orbital gap in Ha: 0.33428
ΔE to the lowest compared entry with this formula, charge and spin in kcal per mole: 24.45
Multiplicity: 1

natural (NBO) population analysis, charges in e, atoms 1 to 2: -0.90 2.51

---

ORCA calculation (ωB97M-V with the def2-TZVPD basis set) on a molecular structure, C6H6N4O4 at a distorted geometry.

Geometry as XYZ:
```
20
C6H6N4O4, DFT ωB97M-V with the def2-TZVPD basis set
C 2.11218 0.65473 -1.51867
C 3.17631 -0.25253 -1.60007
C -0.32546 1.17392 -0.66681
C -2.43682 0.83293 0.36145
C 1.88343 -0.91835 -0.01359
C -3.11240 0.17673 1.47164
N 1.28923 0.27897 -0.48808
N 2.97989 -1.22860 -0.65439
N -1.07237 0.53512 0.20595
N 1.27506 -1.80224 0.85576
O -0.16575 2.02076 -1.44192
O -2.93157 1.60075 -0.39851
O 1.75779 -2.89030 1.03979
O 0.27779 -1.46392 1.43256
H 1.92329 1.52267 -2.10769
H 3.95955 -0.44097 -2.30618
H -3.17013 0.83629 2.28897
H -4.10569 0.34847 1.10755
H -2.76943 -0.71811 1.67919
H -0.54489 -0.26632 0.75306
```

Properties
E_HOMO in eV: -9.43
Frontier orbital gap in Ha: 0.31729
ΔE to the lowest compared entry with this formula, charge and spin in kcal per mole: 42.07
Multiplicity: 1

natural (NBO) population analysis, charges in e, atoms 1 to 2: -0.04 -0.10

---

ORCA calculation (ωB97M-V with the def2-TZVPD basis set) on a gas-phase ion, C6H6NO (charge +1) at a distorted geometry.

Geometry as XYZ:
```
14
C6H6NO, DFT ωB97M-V with the def2-TZVPD basis set
C 2.21487 -0.42378 0.00893
C 1.45136 0.69941 0.03690
N 0.12677 0.29931 0.05223
C -1.07031 0.80868 0.03911
C -2.08504 -0.24664 0.00159
O -1.49919 -1.49095 0.02542
C 0.14298 -1.10140 0.03340
C 1.36862 -1.61054 0.00108
H 3.28864 -0.46386 -0.00672
H 1.73513 1.73416 0.04402
H -1.27926 1.86767 0.05312
H -2.81558 -0.15247 0.82662
H -2.70033 -0.12189 -0.91564
H 1.68700 -2.63392 -0.01691
```

Properties
E_HOMO in eV: -14.11
SMILES: C1=C[N+]2=CCOC2=C1
Frontier orbital gap in Ha: 0.29187
Total charge: +1
ΔE to the lowest compared entry with this formula, charge and spin in kcal per mole: 22.07
Multiplicity: 1

natural (NBO) population analysis, charges in e, atoms 1 to 2: -0.12 -0.09

---

ORCA calculation (ωB97M-V with the def2-TZVPD basis set) on a gas-phase ion, C6H6NO3 (charge -1) at a distorted geometry.

Geometry as XYZ:
```
16
C6H6NO3, DFT ωB97M-V with the def2-TZVPD basis set
O -1.60707 -0.12440 -1.39791
C -1.75403 0.42883 -0.27237
O -2.58231 1.31852 0.04103
C -0.87003 -0.16346 0.87277
C -0.46882 -1.59109 0.57820
O 0.16993 -1.82627 -0.63107
N 0.30099 0.88670 1.26460
C 1.03727 1.25977 0.32829
C 2.28568 1.87930 -0.14810
C 1.68840 0.99043 -0.97524
H -1.57317 -0.20230 1.69668
H -1.39883 -2.24763 0.78120
H 0.31677 -1.93719 1.28790
H -0.43339 -1.42552 -1.35507
H 3.22599 2.30954 -0.22923
H 1.66262 0.44476 -1.84171
```

Properties
E_HOMO in eV: -4.31
SMILES: O=C([O-])[C@@H](CO)N=c1cc1
Frontier orbital gap in Ha: 0.29115
Total charge: -1
ΔE to the lowest compared entry with this formula, charge and spin in kcal per mole: 89.99
Multiplicity: 1

natural (NBO) population analysis, charges in e, atoms 1 to 2: -0.81 0.75

---

ORCA calculation (ωB97M-V with the def2-TZVPD basis set) on a gas-phase ion, C6H6NO3S (charge -1) at a distorted geometry.

Geometry as XYZ:
```
17
C6H6NO3S, DFT ωB97M-V with the def2-TZVPD basis set
C -1.29670 -1.51980 -0.15958
C -2.39318 -0.68400 -0.24814
C 0.03607 -1.02409 -0.04988
C -2.10135 0.65285 -0.22855
C 0.15045 0.38360 -0.08115
C 1.66438 1.06631 0.41028
N -0.91689 1.18393 -0.10435
O -0.81918 2.48349 0.03546
O 3.25168 -0.79800 1.12703
O 2.52061 -0.95014 -1.26874
S 3.16962 -0.10762 -0.20902
H -1.57467 -2.56090 -0.12249
H -3.38879 -1.05627 -0.46659
H 0.98309 -1.57281 -0.07044
H -2.96718 1.31780 -0.06674
H 1.92617 2.10798 -0.00186
H 1.75589 1.07767 1.50474
```

Properties
E_HOMO in eV: -3.60
Frontier orbital gap in Ha: 0.25630
Total charge: -1
ΔE to the lowest compared entry with this formula, charge and spin in kcal per mole: 99.99
Multiplicity: 1

natural (NBO) population analysis, charges in e, atoms 1 to 2: -0.21 -0.26